1.
{
  "formula": "C14H14Br2N2PbS",
  "method": "wB97M-V/def2-TZVPD",
  "total_energy_ev": -173867.43941,
  "charge": 2,
  "homo_energy_ev": -13.8,
  "lumo_ev": -10.25,
  "symbols": ["Pb", "Br", "Br", "S", "N", "N", "C", "C", "C", "C", "C", "C", "C", "C", "C", "C", "C", "C", "C", "C", "H", "H", "H", "H", "H", "H", "H", "H", "H", "H", "H", "H", "H", "H"],
  "positions_angstrom": [[1.4448, 3.5111, 2.6599], [-1.8349, -4.1547, -0.1509], [-5.2289, -2.1435, 2.6884], [4.9731, 0.8614, -1.1799], [-2.2157, 0.2178, -1.0438], [-1.5765, -1.0980, 1.7875], [2.3511, 3.0241, -0.8136], [1.2946, 1.9997, -0.1720], [2.8674, 2.5464, -2.2879], [-0.0245, 1.5693, -0.8701], [-0.7770, -0.1134, 1.1105], [-2.6870, -1.3963, 0.9550], [-4.1983, -5.1642, 1.5030], [4.4536, 2.2432, -2.3077], [-3.3928, -3.8589, 1.0763], [1.5640, 1.3484, 1.2554], [-3.7009, -2.5260, 1.5009], [-1.0462, 0.5319, -0.2718], [-3.0394, -0.7568, -0.4264], [0.5486, 0.3294, 1.8462], [0.7799, -0.1500, 2.8689], [4.7873, 1.9375, -3.3715], [4.2138, -0.2763, -1.4468], [1.9647, 4.0977, -0.8909], [-3.9850, -1.1056, -0.9660], [-5.1501, -4.9627, 2.0951], [3.2952, 3.0495, -0.1583], [2.7014, 3.4613, -2.9782], [-4.3631, -5.8364, 0.5889], [4.9744, 3.2359, -2.0258], [2.2304, 1.7036, -2.7221], [-0.2458, 2.0427, -1.8962], [-3.4940, -5.7636, 2.2007], [2.5156, 1.5953, 1.8433]],
  "atomic_forces_ev_per_a": [[-0.63, -0.74, -0.89], [-1.59, 0.35, 1.25], [1.68, -0.08, -1.24], [-0.06, 0.13, 0.51], [-0.22, -2.65, 3.79], [-2.18, 1.85, -5.35], [0.17, -0.83, -0.11], [-2.52, -1.37, 0.77], [0.20, 1.16, -0.47], [1.51, -0.29, 2.35], [2.48, 1.33, 0.21], [0.16, 0.01, 1.51], [1.46, -0.24, 0.02], [-1.29, -0.06, -1.34], [-1.74, 2.14, 1.36], [-3.40, -0.19, -0.87], [2.26, -2.51, -1.92], [0.93, 0.35, 0.50], [2.92, 1.66, 0.41], [-0.48, 0.94, -1.56], [-0.46, 0.72, -1.83], [-0.68, 0.79, 1.69], [0.26, 1.38, -0.46], [0.17, -1.59, 0.10], [1.55, 0.63, 0.86], [1.31, 0.01, -1.11], [-1.31, -0.17, -0.61], [0.27, -1.55, 0.98], [0.04, 1.16, 1.32], [-0.46, -1.97, -0.16], [1.00, 0.98, 0.84], [0.24, -1.01, 1.78], [-1.07, 0.96, -1.10], [-0.49, -1.30, -1.24]]
}

2.
{
  "formula": "C4H5NO2",
  "method": "wB97M-V/def2-TZVPD",
  "relative_energy_ev": 1.661,
  "smiles": "O=C1NC[C@H]2O[C@@H]12",
  "total_energy_ev": -9812.65347,
  "charge": 0,
  "homo_energy_ev": -10.0,
  "lumo_ev": 0.87,
  "symbols": ["O", "O", "N", "C", "C", "C", "C", "H", "H", "H", "H", "H"],
  "positions_angstrom": [[0.8392, 2.4439, 0.4256], [-0.9187, -0.3208, 1.2710], [1.3250, 0.1815, -0.1738], [-0.9166, -0.5819, -0.1251], [0.4628, -0.9535, -0.6034], [0.5094, 1.2978, 0.2476], [-0.8959, 0.7882, 0.3688], [0.7523, -1.9124, -0.1360], [0.5582, -1.0892, -1.6825], [1.8283, -0.2746, 0.5629], [-1.7380, 1.4677, 0.3736], [-1.8058, -1.0468, -0.5287]],
  "atomic_forces_ev_per_a": [[0.33, -1.03, -0.07], [-0.13, -0.09, 0.04], [-0.54, -0.56, 0.12], [-0.14, -0.15, -0.32], [-0.13, 0.02, -0.11], [0.01, 0.00, -0.11], [-0.21, 0.21, -0.17], [0.14, 0.50, -0.09], [-0.36, 0.09, 0.01], [1.05, 1.01, 0.62], [0.03, -0.03, 0.08], [-0.04, 0.02, 0.01]]
}

The following Kohn-Sham gap values (in Eh) correspond, in order, to the records above: 0.12899; 0.39957.